No. 1
The following is a DFT calculation (wB97M-V/def2-TZVPD) of a 2-piece molecular cluster, C6H8NOPS overall.

Each line ends with the Löwdin charge.
Positions of all 18 atoms, in Å:
S -3.769 1.677 0.518  0.2318
P -2.727 -0.006 0.194  0.3379
O -2.922 -0.339 -1.417  -0.3132
N -3.957 -1.145 0.610  -0.2361
C 3.515 0.371 -0.585  -0.0919
C 1.245 1.033 -0.987  -0.1385
C 0.842 -0.075 -0.358  -0.0075
C 2.594 1.199 -1.167  -0.1179
C 1.671 -1.018 0.225  -0.0806
C 3.092 -0.690 0.226  -0.0549
H 3.746 -1.264 0.707  0.0489
H -3.616 -2.099 0.652  0.0260
H 2.857 2.055 -1.746  0.1004
H 1.325 -1.912 0.853  0.1177
H 0.734 1.732 -1.623  0.1024
H -4.500 -0.862 1.422  0.0136
H -2.137 -0.342 -1.836  -0.0463
H 4.580 0.607 -0.636  0.1083

No. 2
The following is a DFT calculation (wB97M-V/def2-TZVPD) of C2H3MnO2 as an isolated structure.

Each line ends with the Löwdin spin population.
Positions of all 8 atoms, in Å:
Mn 2.310 1.263 0.632  4.7693
O 0.632 -0.316 -0.142  0.0603
O 0.056 1.831 -0.123  0.0647
C -0.694 -0.835 0.033  0.0083
C 0.778 0.978 -0.634  0.0939
H -1.314 -0.586 -0.836  0.0012
H -1.196 -0.419 0.915  0.0020
H -0.573 -1.916 0.154  0.0004

Results
expectation value of S² = 8.769
total charge = +1
spin multiplicity = 6

Summary of energy relative to the best compared isomer or geometry (same formula, charge and spin) in kJ/mol
356.3 51.2
(order as listed above)